Record 1
7
Properties=species:S:1:pos:R:3:forces:R:3 method="wB97M-V/def2-TZVPD" mol_weight_g_mol=97.02 e_above_lowest_kcal_mol=39.3 e_homo_ha=-0.43652 homo_lumo_gap_ev=11.42 total_energy_ev=-12068.727 e_lumo_ev=-0.5
C 0.4578 -0.4575 -0.0293 2.88 1.37 1.14
N -0.7051 0.5805 0.0510 1.39 0.17 -0.23
O -0.9089 1.1530 -0.9759 -0.75 0.40 -0.70
O -1.1709 0.8266 1.1229 -0.38 -0.44 0.99
F 0.8801 -0.3549 -1.3371 -0.08 -0.81 2.38
F -0.0164 -1.6682 0.2360 0.29 0.54 -0.23
H 1.4634 -0.0796 0.9325 -3.34 -1.23 -3.34

=====

Record 2
16
Properties=species:S:1:pos:R:3:forces:R:3 method="wB97M-V/def2-TZVPD" mol_weight_g_mol=214.97 e_above_lowest_kcal_mol=27.1 e_homo_ha=-0.33037 homo_lumo_gap_ev=9.13 total_energy_ev=-45739.809 e_lumo_ev=0.1
C -2.0247 -0.5255 0.9182 -2.96 0.87 1.37
C -2.1073 0.3934 -0.0513 -0.40 -1.01 1.03
C 1.0111 0.5816 0.3947 4.13 -0.47 0.68
C -0.9915 0.6537 -1.0333 1.03 1.52 1.45
C 2.5302 -0.0858 0.1048 -3.85 -0.44 -0.27
O 0.7199 1.4248 1.1430 -0.77 1.35 1.49
O 1.2841 -2.6323 -0.2212 -0.59 -1.36 1.40
O 0.3059 0.1099 -0.5854 -1.61 -1.78 -1.43
P 1.6335 -1.5287 -1.0777 1.88 1.64 -1.16
Cl 3.2065 1.1810 -0.8664 0.78 0.42 -0.62
Cl 3.4770 -0.5355 1.4755 -0.15 -0.03 0.06
H -2.8964 -0.5770 1.6939 1.48 0.12 -1.71
H -1.3010 -1.2528 1.1677 1.27 -0.33 -0.28
H -3.0918 0.9238 -0.0478 1.36 0.05 -0.59
H -0.6915 1.7427 -1.0500 -1.11 -0.93 -0.70
H -1.0640 0.1267 -1.9645 -0.48 0.38 -0.72